# C4H5N3

A single C4H5N3 molecule at a distorted geometry (ωB97M-V with the def2-TZVPD basis set, the Open Molecules 2025 dataset).

Calculated values
SMILES ... Nc1ncccn1
Energy relative to the best compared isomer or geometry (same formula, charge and spin) ... 256.82 kJ/mol
Highest occupied orbital energy ... -8.8 eV
Calculated total energy ... -319.61439 Ha
HOMO-LUMO gap ... 9.24 eV
LUMO ... 0.43 eV
M ... 95.105 g mol⁻¹

CARTESIAN COORDINATES (ANGSTROEM)
1 N -0.590 1.885 -0.099
2 C 0.169 1.002 0.644
3 N 1.367 0.754 0.117
4 C 1.300 -0.391 -0.548
5 C 0.123 -1.159 -0.486
6 C -0.565 -0.998 0.735
7 N -0.491 0.134 1.427
8 H -1.522 1.933 0.303
9 H -0.656 1.232 -0.911
10 H 2.170 -0.683 -1.132
11 H -0.122 -1.923 -1.205
12 H -1.184 -1.788 1.155

The computed natural (NBO) charges, all in e, follow: atom 1 (N): -0.794, atom 2 (C): 0.702, atom 3 (N): -0.493, atom 4 (C): 0.077, atom 5 (C): -0.482, atom 6 (C): 0.077, atom 7 (N): -0.513, atom 8 (H): 0.376, atom 9 (H): 0.394, atom 10 (H): 0.210, atom 11 (H): 0.235, atom 12 (H): 0.211

# C21H17IrN5OS2Se2

A molecular structure, C21H17IrN5OS2Se2 (ωB97M-V with the def2-TZVPD basis set, the Open Molecules 2025 dataset).

Calculated values
Highest occupied orbital energy (spin up / spin down) ... -13.8 / -14.6 eV
Calculated total energy ... -6862.37004 Ha
HOMO-LUMO gap (spin up / spin down) ... 6.87 / 5.33 eV
Charge ... +2
2S+1 ... 6
LUMO (spin up / spin down) ... -6.96 / -9.29 eV
M ... 769.672 g mol⁻¹

CARTESIAN COORDINATES (ANGSTROEM)
1 Ir 0.113 -0.132 0.390
2 Se -2.721 -0.925 0.387
3 Se -1.805 -0.792 2.578
4 C -1.763 1.126 2.445
5 C -2.436 1.951 3.318
6 C -2.402 3.321 3.075
7 C -1.739 3.791 1.955
8 C -1.089 2.887 1.131
9 N -1.078 1.576 1.386
10 C -1.806 -2.543 -0.094
11 C -2.454 -3.724 -0.383
12 C -1.662 -4.819 -0.716
13 C -0.284 -4.683 -0.720
14 C 0.272 -3.450 -0.414
15 N -0.486 -2.395 -0.122
16 H -2.986 1.537 4.152
17 H -2.913 4.003 3.741
18 H -1.722 4.844 1.711
19 H -0.570 3.216 0.240
20 H -3.532 -3.791 -0.347
21 H -2.122 -5.768 -0.959
22 H 0.359 -5.517 -0.960
23 H 1.342 -3.288 -0.421
24 S 1.389 -0.501 -1.499
25 C 2.958 0.259 -1.259
26 C 4.042 -0.209 -1.965
27 C 5.311 0.366 -1.781
28 C 6.423 -0.167 -2.503
29 N 7.320 -0.609 -3.069
30 C 5.488 1.444 -0.897
31 C 4.395 1.939 -0.207
32 C 3.130 1.342 -0.352
33 S 1.811 1.920 0.537
34 C 6.785 2.023 -0.698
35 N 7.822 2.479 -0.512
36 H 3.934 -1.019 -2.675
37 H 4.514 2.782 0.461
38 C 4.783 -1.868 2.996
39 N 3.328 -1.682 3.030
40 C 2.588 -1.943 4.268
41 C 2.685 -1.229 1.983
42 O 1.447 -1.020 1.981
43 H 5.051 -2.672 3.675
44 H 5.298 -0.959 3.304
45 H 5.099 -2.150 1.994
46 H 3.288 -2.263 5.032
47 H 1.848 -2.725 4.102
48 H 2.080 -1.039 4.601
49 H 3.295 -1.054 1.092

The computed natural (NBO) charges, all in e, follow: atom 1 (Ir): 1.061, atom 2 (Se): 0.375, atom 3 (Se): 0.326, atom 4 (C): 0.015, atom 5 (C): -0.229, atom 6 (C): -0.101, atom 7 (C): -0.217, atom 8 (C): 0.065, atom 9 (N): -0.550, atom 10 (C): 0.006, atom 11 (C): -0.225, atom 12 (C): -0.110, atom 13 (C): -0.214, atom 14 (C): 0.068, atom 15 (N): -0.510, atom 16 (H): 0.261, atom 17 (H): 0.258, atom 18 (H): 0.261, atom 19 (H): 0.230, atom 20 (H): 0.260, atom 21 (H): 0.257, atom 22 (H): 0.257, atom 23 (H): 0.222, atom 24 (S): 0.031, atom 25 (C): -0.180, atom 26 (C): -0.165, atom 27 (C): -0.015, atom 28 (C): 0.202, atom 29 (N): -0.140, atom 30 (C): -0.114, atom 31 (C): -0.082, atom 32 (C): -0.282, atom 33 (S): 0.261, atom 34 (C): 0.210, atom 35 (N): -0.166, atom 36 (H): 0.264, atom 37 (H): 0.262, atom 38 (C): -0.413, atom 39 (N): -0.352, atom 40 (C): -0.423, atom 41 (C): 0.537, atom 42 (O): -0.720, atom 43 (H): 0.237, atom 44 (H): 0.223, atom 45 (H): 0.220, atom 46 (H): 0.235, atom 47 (H): 0.226, atom 48 (H): 0.224, atom 49 (H): 0.152

# C4H4F12Li2N2O10S4

A molecular structure, C4H4F12Li2N2O10S4 at a distorted geometry (ωB97M-V with the def2-TZVPD basis set, the Open Molecules 2025 dataset).

Calculated values
Energy relative to the best compared isomer or geometry (same formula, charge and spin) ... 54.06 kJ/mol
Highest occupied orbital energy ... -11.3 eV
Calculated total energy ... -3823.01287 Ha
HOMO-LUMO gap ... 10.82 eV
LUMO ... -0.44 eV
M ... 610.206 g mol⁻¹

CARTESIAN COORDINATES (ANGSTROEM)
1 Li -0.424 -1.474 0.619
2 Li 0.464 0.672 -0.262
3 C -1.995 0.060 3.198
4 F -3.114 0.709 3.474
5 F -1.423 -0.307 4.313
6 F -2.292 -1.002 2.436
7 S -0.857 1.222 2.180
8 O -1.627 1.828 1.150
9 O -0.316 2.172 3.103
10 N 0.305 0.085 1.580
11 S 1.594 0.168 2.550
12 O 2.618 1.148 2.293
13 O 1.281 0.069 3.963
14 C 2.320 -1.547 2.185
15 F 1.428 -2.530 2.418
16 F 2.625 -1.628 0.881
17 F 3.373 -1.683 2.943
18 C 1.156 -0.345 -3.502
19 F 0.435 -0.290 -4.574
20 F 2.418 -0.604 -3.783
21 F 1.149 0.854 -2.886
22 S 0.504 -1.633 -2.248
23 O -0.005 -2.690 -3.078
24 O 1.583 -2.009 -1.385
25 N -0.584 -0.801 -1.251
26 S -2.000 -1.006 -2.069
27 O -1.934 -0.371 -3.365
28 O -2.660 -2.273 -1.929
29 C -3.181 0.159 -1.174
30 F -2.943 1.420 -1.395
31 F -4.416 -0.124 -1.490
32 F -3.067 -0.120 0.131
33 O 2.515 0.797 -0.584
34 H 2.623 1.564 -1.158
35 H 3.303 0.786 -0.025
36 O 0.441 2.592 -0.860
37 H 0.844 3.463 -0.767
38 H -0.139 2.667 -1.632

The computed natural (NBO) charges, all in e, follow: atom 1 (Li): 0.910, atom 2 (Li): 0.846, atom 3 (C): 0.771, atom 4 (F): -0.293, atom 5 (F): -0.273, atom 6 (F): -0.329, atom 7 (S): 2.165, atom 8 (O): -0.898, atom 9 (O): -0.881, atom 10 (N): -1.376, atom 11 (S): 2.195, atom 12 (O): -0.903, atom 13 (O): -0.913, atom 14 (C): 0.747, atom 15 (F): -0.324, atom 16 (F): -0.312, atom 17 (F): -0.280, atom 18 (C): 0.775, atom 19 (F): -0.268, atom 20 (F): -0.294, atom 21 (F): -0.342, atom 22 (S): 2.148, atom 23 (O): -0.872, atom 24 (O): -0.921, atom 25 (N): -1.338, atom 26 (S): 2.175, atom 27 (O): -0.927, atom 28 (O): -0.879, atom 29 (C): 0.753, atom 30 (F): -0.294, atom 31 (F): -0.290, atom 32 (F): -0.337, atom 33 (O): -0.970, atom 34 (H): 0.491, atom 35 (H): 0.507, atom 36 (O): -0.970, atom 37 (H): 0.504, atom 38 (H): 0.499

# C4H2ClNOS

A single C4H2ClNOS molecule at a distorted geometry (ωB97M-V with the def2-TZVPD basis set, the Open Molecules 2025 dataset).

Calculated values
SMILES ... S=C1ON=C/C1=C\Cl
Energy relative to the best compared isomer or geometry (same formula, charge and spin) ... 211.09 kJ/mol
Highest occupied orbital energy ... -9.2 eV
Calculated total energy ... -1141.91901 Ha
HOMO-LUMO gap ... 7.70 eV
LUMO ... -1.53 eV
M ... 147.586 g mol⁻¹

CARTESIAN COORDINATES (ANGSTROEM)
1 C 1.214 -0.791 0.000
2 C 0.240 0.125 0.101
3 C 0.312 1.608 0.051
4 C -1.214 -0.093 0.039
5 H 0.965 -1.835 -0.044
6 H 1.191 2.224 0.067
7 N -0.847 2.183 -0.038
8 O -1.798 1.123 -0.052
9 S -2.115 -1.447 -0.005
10 Cl 2.864 -0.388 -0.024

The computed natural (NBO) charges, all in e, follow: atom 1 (C): -0.082, atom 2 (C): -0.237, atom 3 (C): 0.008, atom 4 (C): 0.171, atom 5 (H): 0.245, atom 6 (H): 0.229, atom 7 (N): -0.052, atom 8 (O): -0.337, atom 9 (S): -0.013, atom 10 (Cl): 0.069

# C18H35BFN3O3

3 unconnected molecules or ions with the total composition C18H35BFN3O3 at a distorted geometry (ωB97M-V with the def2-TZVPD basis set, the Open Molecules 2025 dataset).

Calculated values
SMILES ... NB(O)C1=C(F)C(=O)C=CC1=O.CCN(CC)CC.CCN(CC)CC
Highest occupied orbital energy ... -8.0 eV
Calculated total energy ... -1221.47375 Ha
HOMO-LUMO gap ... 6.83 eV
LUMO ... -1.13 eV
M ... 371.306 g mol⁻¹

CARTESIAN COORDINATES (ANGSTROEM)
1 N 3.315 0.068 -1.910
2 B 2.618 1.229 -2.592
3 O 3.321 2.280 -3.267
4 C 0.959 1.206 -2.520
5 C 0.251 1.661 -1.377
6 F 0.908 2.162 -0.229
7 C -1.353 1.525 -1.453
8 O -2.121 2.413 -1.046
9 C -1.868 0.161 -2.140
10 C -1.176 -0.305 -3.289
11 C 0.082 0.616 -3.752
12 O 0.348 0.854 -4.941
13 H 4.244 -0.090 -2.320
14 H 3.359 0.232 -0.895
15 H 3.465 3.053 -2.687
16 H -2.740 -0.409 -1.699
17 H -1.440 -1.265 -3.825
18 C -1.265 4.398 1.589
19 C -1.547 4.778 3.037
20 N -2.969 4.859 3.349
21 C -3.247 5.517 4.622
22 C -2.739 4.842 5.895
23 C -3.757 3.662 3.078
24 C -3.329 2.358 3.750
25 H -1.787 5.063 0.897
26 H -0.194 4.476 1.386
27 H -1.562 3.369 1.372
28 H -1.094 5.761 3.203
29 H -1.022 4.076 3.699
30 H -4.326 5.681 4.716
31 H -2.815 6.524 4.581
32 H -3.327 3.959 6.147
33 H -2.831 5.534 6.738
34 H -1.688 4.555 5.824
35 H -3.762 3.496 1.995
36 H -4.807 3.856 3.322
37 H -2.256 2.175 3.664
38 H -3.839 1.517 3.273
39 H -3.602 2.336 4.806
40 C 1.665 -2.963 -3.370
41 C 1.723 -3.593 -1.985
42 N 1.283 -4.983 -1.959
43 C 1.039 -5.490 -0.612
44 C 2.231 -5.577 0.339
45 C 1.982 -5.898 -2.855
46 C 3.499 -6.013 -2.714
47 H 0.671 -3.073 -3.813
48 H 1.883 -1.895 -3.301
49 H 2.398 -3.407 -4.050
50 H 1.064 -3.004 -1.339
51 H 2.738 -3.479 -1.583
52 H 0.566 -6.476 -0.677
53 H 0.282 -4.849 -0.144
54 H 2.897 -6.400 0.077
55 H 1.875 -5.769 1.356
56 H 2.811 -4.652 0.367
57 H 1.762 -5.598 -3.886
58 H 1.542 -6.897 -2.769
59 H 3.989 -5.040 -2.651
60 H 3.909 -6.526 -3.589
61 H 3.782 -6.603 -1.841

The computed natural (NBO) charges, all in e, follow: atom 1 (N): -1.137, atom 2 (B): 1.142, atom 3 (O): -0.937, atom 4 (C): -0.466, atom 5 (C): 0.344, atom 6 (F): -0.331, atom 7 (C): 0.491, atom 8 (O): -0.481, atom 9 (C): -0.260, atom 10 (C): -0.247, atom 11 (C): 0.555, atom 12 (O): -0.490, atom 13 (H): 0.393, atom 14 (H): 0.407, atom 15 (H): 0.514, atom 16 (H): 0.252, atom 17 (H): 0.251, atom 18 (C): -0.615, atom 19 (C): -0.214, atom 20 (N): -0.453, atom 21 (C): -0.205, atom 22 (C): -0.634, atom 23 (C): -0.218, atom 24 (C): -0.636, atom 25 (H): 0.214, atom 26 (H): 0.209, atom 27 (H): 0.207, atom 28 (H): 0.194, atom 29 (H): 0.156, atom 30 (H): 0.191, atom 31 (H): 0.187, atom 32 (H): 0.199, atom 33 (H): 0.210, atom 34 (H): 0.204, atom 35 (H): 0.197, atom 36 (H): 0.195, atom 37 (H): 0.203, atom 38 (H): 0.209, atom 39 (H): 0.200, atom 40 (C): -0.617, atom 41 (C): -0.214, atom 42 (N): -0.455, atom 43 (C): -0.205, atom 44 (C): -0.634, atom 45 (C): -0.217, atom 46 (C): -0.637, atom 47 (H): 0.203, atom 48 (H): 0.219, atom 49 (H): 0.203, atom 50 (H): 0.195, atom 51 (H): 0.162, atom 52 (H): 0.192, atom 53 (H): 0.187, atom 54 (H): 0.200, atom 55 (H): 0.211, atom 56 (H): 0.204, atom 57 (H): 0.191, atom 58 (H): 0.197, atom 59 (H): 0.203, atom 60 (H): 0.212, atom 61 (H): 0.202

# C9H24AlBrClN2O3PS

A molecular structure, C9H24AlBrClN2O3PS at a distorted geometry (ωB97M-V with the def2-TZVPD basis set, the Open Molecules 2025 dataset).

Calculated values
Highest occupied orbital energy ... -12.4 eV
Calculated total energy ... -4707.94193 Ha
HOMO-LUMO gap ... 1.38 eV
Charge ... +2
LUMO ... -11.02 eV
M ... 413.682 g mol⁻¹

CARTESIAN COORDINATES (ANGSTROEM)
1 C 2.067 1.249 1.243
2 C 1.162 0.454 2.164
3 O 0.518 -0.477 1.351
4 C -0.598 -1.144 1.966
5 P -1.908 -1.604 0.742
6 C -3.000 -0.146 0.650
7 C -4.001 0.029 1.807
8 C -4.018 1.440 2.343
9 Cl -3.690 -1.129 3.166
10 H 1.512 1.879 0.549
11 H 2.706 1.943 1.819
12 H 2.689 0.557 0.646
13 H 1.731 -0.067 2.969
14 H 0.471 1.127 2.683
15 H -1.050 -0.505 2.727
16 H -0.250 -2.059 2.453
17 H -1.143 -1.409 -0.426
18 H -3.578 -0.265 -0.267
19 H -2.421 0.773 0.510
20 H -4.990 -0.223 1.439
21 H -3.023 1.757 2.665
22 H -4.352 2.095 1.537
23 H -4.700 1.533 3.186
24 Al 4.155 0.411 2.200
25 C -5.932 1.350 -1.775
26 O -5.237 1.317 -0.763
27 N -7.281 1.210 -1.726
28 N -5.395 1.535 -3.015
29 H -7.871 1.248 -2.536
30 H -7.704 1.091 -0.824
31 H -4.406 1.682 -3.076
32 H -5.948 1.584 -3.850
33 C 7.180 -1.128 -2.965
34 S 5.812 -1.421 -1.749
35 O 6.019 -0.376 -0.716
36 C 6.588 -2.932 -1.163
37 H 6.789 -0.112 -3.460
38 H 8.127 -1.099 -2.434
39 H 7.229 -1.798 -3.830
40 H 7.592 -2.724 -0.798
41 H 6.594 -3.675 -1.962
42 H 5.955 -3.286 -0.349
43 Br 7.601 1.316 -3.129

The computed natural (NBO) charges, all in e, follow: atom 1 (C): -0.689, atom 2 (C): -0.077, atom 3 (O): -0.550, atom 4 (C): -0.378, atom 5 (P): 0.637, atom 6 (C): -0.745, atom 7 (C): -0.161, atom 8 (C): -0.624, atom 9 (Cl): -0.084, atom 10 (H): 0.302, atom 11 (H): 0.182, atom 12 (H): 0.179, atom 13 (H): 0.143, atom 14 (H): 0.219, atom 15 (H): 0.214, atom 16 (H): 0.206, atom 17 (H): -0.038, atom 18 (H): 0.285, atom 19 (H): 0.225, atom 20 (H): 0.237, atom 21 (H): 0.190, atom 22 (H): 0.248, atom 23 (H): 0.232, atom 24 (Al): 0.939, atom 25 (C): 0.783, atom 26 (O): -0.715, atom 27 (N): -0.832, atom 28 (N): -0.839, atom 29 (H): 0.397, atom 30 (H): 0.414, atom 31 (H): 0.404, atom 32 (H): 0.396, atom 33 (C): -0.634, atom 34 (S): 1.301, atom 35 (O): -0.940, atom 36 (C): -0.827, atom 37 (H): 0.215, atom 38 (H): 0.286, atom 39 (H): 0.306, atom 40 (H): 0.260, atom 41 (H): 0.268, atom 42 (H): 0.279, atom 43 (Br): 0.383